# 1
{
  "formula": "C6H33NO10",
  "method": "ωB97M-V/def2-TZVPD",
  "e_lumo_ev": 0.15,
  "energy_ha": -1055.5306,
  "multiplicity": 1,
  "homo_lumo_gap_ha": 0.38081,
  "de_lowest_kj_mol": 208.7,
  "symbols": ["C", "O", "C", "C", "C", "C", "C", "N", "H", "H", "H", "H", "H", "H", "H", "H", "H", "H", "H", "H", "H", "H", "H", "H", "H", "O", "H", "H", "O", "H", "H", "O", "H", "H", "O", "H", "H", "O", "H", "H", "O", "H", "H", "O", "H", "H", "O", "H", "H", "O"],
  "xyz": [[0.172, -0.600, -0.711], [-0.901, 0.188, -1.244], [1.277, 0.400, -0.289], [2.371, -0.096, 0.698], [3.341, 1.031, 1.035], [3.142, -1.319, 0.133], [2.451, -2.670, 0.360], [1.782, 1.149, -1.433], [-0.251, -1.133, 0.129], [0.702, -1.099, -1.531], [-0.676, 0.546, -2.120], [0.703, 1.127, 0.297], [1.829, -0.451, 1.564], [4.345, 0.908, 0.631], [2.990, 2.044, 0.830], [3.471, 1.054, 2.120], [4.046, -1.420, 0.735], [3.367, -1.168, -0.923], [1.644, -2.736, -0.367], [2.044, -2.870, 1.343], [3.118, -3.491, 0.103], [2.104, 2.082, -1.234], [2.390, 0.548, -1.972], [-0.708, -0.191, 4.988], [-0.332, 0.754, 3.882], [-0.047, -0.071, 4.295], [-4.548, 1.347, 2.459], [-3.634, 0.588, 1.581], [-3.613, 1.118, 2.405], [-0.028, 2.858, -0.752], [-0.521, 4.345, -0.279], [0.204, 3.733, -0.432], [0.665, 1.403, -2.986], [-0.108, 2.368, -3.726], [-0.051, 1.400, -3.673], [-3.044, -0.185, -0.421], [-3.494, -1.240, 0.577], [-3.853, -0.532, -0.008], [-2.046, -2.375, 0.608], [-2.081, -2.164, 2.075], [-2.644, -2.488, 1.357], [-1.597, -1.960, -4.184], [-0.801, -0.812, -3.571], [-1.202, -1.105, -4.390], [-4.700, 1.894, -1.522], [-3.355, 2.488, -2.081], [-4.311, 2.558, -2.097], [-0.072, -1.477, 3.218], [0.670, -2.278, 2.126], [-0.212, -1.999, 2.397]]
}

***

# 2
{
  "formula": "C22H36N7O4P2Rh",
  "method": "ωB97M-V/def2-TZVPD",
  "e_lumo_ev": [-7.58, -7.58],
  "energy_ha": -2337.1012,
  "total_charge": 2,
  "multiplicity": 1,
  "homo_lumo_gap_ha": [0.22260, 0.22264],
  "symbols": ["Rh", "C", "C", "N", "N", "C", "O", "C", "C", "C", "C", "C", "C", "C", "C", "C", "C", "C", "N", "H", "H", "H", "H", "H", "H", "H", "H", "H", "H", "H", "H", "C", "N", "C", "P", "O", "O", "P", "O", "N", "C", "C", "N", "C", "C", "N", "C", "C", "H", "H", "H", "H", "H", "H", "H", "H", "H", "H", "H", "H", "H", "H", "H", "H", "H", "H", "H", "H", "H", "H", "H", "H"],
  "xyz": [[-0.102, -0.262, -0.129], [-1.296, 3.762, -0.339], [-1.176, 2.282, -0.348], [-0.058, 1.658, -0.207], [1.150, 2.248, -0.020], [2.097, 1.329, 0.058], [1.857, 0.036, -0.010], [3.488, 1.761, 0.219], [3.783, 3.110, 0.432], [5.096, 3.506, 0.610], [6.116, 2.564, 0.573], [5.829, 1.223, 0.350], [4.517, 0.820, 0.175], [-2.336, 1.382, -0.585], [-3.606, 1.843, -0.856], [-4.595, 0.928, -1.214], [-4.282, -0.414, -1.305], [-2.993, -0.821, -0.984], [-2.063, 0.050, -0.612], [-0.311, 4.215, -0.291], [-1.880, 4.082, 0.527], [-1.809, 4.112, -1.235], [2.983, 3.836, 0.455], [5.327, 4.549, 0.775], [7.143, 2.878, 0.711], [6.629, 0.497, 0.312], [4.286, -0.217, -0.020], [-3.819, 2.901, -0.811], [-5.596, 1.273, -1.438], [-5.014, -1.146, -1.614], [-2.691, -1.860, -1.003], [0.574, 0.679, 4.452], [0.342, -0.730, 4.094], [0.651, -1.668, 5.178], [-0.667, -1.070, 2.877], [-0.495, -0.030, 1.777], [-0.214, -2.542, 2.419], [0.398, -3.133, 1.033], [-0.187, -2.343, -0.118], [1.995, -3.018, 1.213], [2.699, -2.521, 2.397], [2.818, -3.172, 0.003], [-0.050, -4.674, 0.903], [0.549, -5.703, 1.758], [-1.299, -5.076, 0.251], [-2.227, -1.185, 3.303], [-3.336, -0.618, 2.536], [-2.615, -2.233, 4.258], [0.011, 0.950, 5.348], [0.285, 1.337, 3.636], [1.637, 0.819, 4.647], [0.006, -1.500, 6.043], [1.684, -1.510, 5.488], [0.544, -2.698, 4.846], [2.243, -2.898, 3.309], [2.727, -1.429, 2.429], [3.721, -2.892, 2.357], [2.208, -3.513, -0.832], [3.598, -3.911, 0.181], [3.267, -2.217, -0.265], [1.534, -5.390, 2.097], [0.662, -6.620, 1.182], [-0.083, -5.910, 2.625], [-1.628, -4.304, -0.439], [-2.084, -5.271, 0.986], [-1.120, -5.989, -0.315], [-2.977, 0.177, 1.889], [-4.061, -0.194, 3.230], [-3.837, -1.381, 1.934], [-1.926, -2.280, 5.097], [-2.661, -3.214, 3.779], [-3.598, -1.990, 4.654]]
}

***

# 3
{
  "formula": "C4H6O2S",
  "method": "ωB97M-V/def2-TZVPD",
  "e_lumo_ev": 0.11,
  "energy_ha": -704.5184,
  "multiplicity": 1,
  "homo_lumo_gap_ha": 0.31563,
  "de_lowest_kj_mol": 423.1,
  "symbols": ["C", "C", "C", "C", "O", "O", "S", "H", "H", "H", "H", "H", "H"],
  "xyz": [[1.382, 0.068, 0.664], [0.215, 0.602, 0.956], [-1.909, 1.188, -0.558], [1.266, -1.033, -0.350], [-1.936, -1.178, 0.683], [-0.042, -0.973, -0.835], [-1.084, -0.124, 0.133], [2.335, 0.422, 0.990], [0.086, 1.481, 1.401], [-2.704, 0.987, -1.220], [-1.141, 1.723, -1.000], [2.152, -1.084, -1.047], [1.380, -2.078, 0.184]]
}

***

- multiplicity of number 1 (C6H33NO10)?
  1

***

- Number 3 is which compound?
  C4H6O2S

***

Please write out number 1 again, unchanged.
{
  "formula": "C6H33NO10",
  "method": "ωB97M-V/def2-TZVPD",
  "e_lumo_ev": 0.15,
  "energy_ha": -1055.5306,
  "multiplicity": 1,
  "homo_lumo_gap_ha": 0.38081,
  "de_lowest_kj_mol": 208.7,
  "symbols": ["C", "O", "C", "C", "C", "C", "C", "N", "H", "H", "H", "H", "H", "H", "H", "H", "H", "H", "H", "H", "H", "H", "H", "H", "H", "O", "H", "H", "O", "H", "H", "O", "H", "H", "O", "H", "H", "O", "H", "H", "O", "H", "H", "O", "H", "H", "O", "H", "H", "O"],
  "xyz": [[0.172, -0.600, -0.711], [-0.901, 0.188, -1.244], [1.277, 0.400, -0.289], [2.371, -0.096, 0.698], [3.341, 1.031, 1.035], [3.142, -1.319, 0.133], [2.451, -2.670, 0.360], [1.782, 1.149, -1.433], [-0.251, -1.133, 0.129], [0.702, -1.099, -1.531], [-0.676, 0.546, -2.120], [0.703, 1.127, 0.297], [1.829, -0.451, 1.564], [4.345, 0.908, 0.631], [2.990, 2.044, 0.830], [3.471, 1.054, 2.120], [4.046, -1.420, 0.735], [3.367, -1.168, -0.923], [1.644, -2.736, -0.367], [2.044, -2.870, 1.343], [3.118, -3.491, 0.103], [2.104, 2.082, -1.234], [2.390, 0.548, -1.972], [-0.708, -0.191, 4.988], [-0.332, 0.754, 3.882], [-0.047, -0.071, 4.295], [-4.548, 1.347, 2.459], [-3.634, 0.588, 1.581], [-3.613, 1.118, 2.405], [-0.028, 2.858, -0.752], [-0.521, 4.345, -0.279], [0.204, 3.733, -0.432], [0.665, 1.403, -2.986], [-0.108, 2.368, -3.726], [-0.051, 1.400, -3.673], [-3.044, -0.185, -0.421], [-3.494, -1.240, 0.577], [-3.853, -0.532, -0.008], [-2.046, -2.375, 0.608], [-2.081, -2.164, 2.075], [-2.644, -2.488, 1.357], [-1.597, -1.960, -4.184], [-0.801, -0.812, -3.571], [-1.202, -1.105, -4.390], [-4.700, 1.894, -1.522], [-3.355, 2.488, -2.081], [-4.311, 2.558, -2.097], [-0.072, -1.477, 3.218], [0.670, -2.278, 2.126], [-0.212, -1.999, 2.397]]
}